1.
{
  "formula": "C22H26CoNO2P2S2",
  "method": "ωB97M-V/def2-TZVPD",
  "species": ["Co", "N", "C", "C", "C", "C", "C", "C", "P", "C", "C", "C", "C", "C", "C", "C", "C", "C", "C", "C", "C", "H", "H", "H", "H", "H", "H", "H", "H", "H", "H", "H", "H", "H", "H", "H", "H", "C", "C", "O", "P", "S", "S", "O", "C", "C", "H", "H", "H", "H", "H", "H", "H", "H", "H", "H"],
  "xyz": [[0.62, 0.97, -0.45], [-0.38, 1.38, -2.54], [-0.71, 0.28, -3.36], [-0.68, 0.32, -4.73], [-1.05, -0.81, -5.47], [-1.44, -2.02, -4.79], [-1.46, -2.11, -3.44], [-1.04, -0.98, -2.65], [-0.27, -1.12, -1.03], [1.44, -1.78, -1.07], [1.72, -3.13, -1.31], [3.03, -3.53, -1.52], [4.07, -2.60, -1.51], [3.79, -1.25, -1.32], [2.48, -0.85, -1.12], [-1.25, -2.30, -0.09], [-2.62, -2.42, -0.33], [-3.39, -3.27, 0.44], [-2.81, -3.98, 1.48], [-1.45, -3.84, 1.75], [-0.67, -2.99, 0.98], [-1.20, 1.73, -2.04], [0.00, 2.15, -3.09], [-0.42, 1.25, -5.23], [-1.06, -0.76, -6.55], [-1.73, -2.89, -5.37], [-1.73, -3.03, -2.94], [0.92, -3.86, -1.30], [3.26, -4.57, -1.69], [5.09, -2.92, -1.66], [4.59, -0.52, -1.33], [2.28, 0.23, -0.99], [-3.08, -1.84, -1.13], [-4.45, -3.37, 0.25], [-3.41, -4.64, 2.09], [-1.01, -4.38, 2.57], [0.38, -2.87, 1.19], [1.33, 5.62, 3.41], [1.97, 4.87, 2.26], [1.78, 3.43, 2.40], [0.54, 2.67, 1.80], [1.00, 0.71, 1.89], [0.14, 3.25, -0.08], [-0.74, 3.05, 2.65], [-0.84, 2.73, 4.06], [-1.99, 1.78, 4.28], [1.61, 6.67, 3.34], [1.68, 5.22, 4.36], [0.24, 5.54, 3.37], [3.05, 5.00, 2.25], [1.56, 5.19, 1.30], [-1.00, 3.68, 4.58], [0.11, 2.30, 4.41], [-2.91, 2.21, 3.88], [-2.12, 1.60, 5.35], [-1.79, 0.83, 3.79]],
  "spin_multiplicity": 6,
  "charge": 1,
  "e_homo_ev": [-8.7, -11.7],
  "de_lowest_kcal_mol": 26.31,
  "e_lumo_ev": [-2.19, -5.86]
}

***

2.
{
  "formula": "C33H46CaN6",
  "method": "ωB97M-V/def2-TZVPD",
  "species": ["Ca", "N", "N", "C", "C", "C", "C", "H", "H", "H", "C", "C", "H", "H", "H", "C", "C", "H", "H", "H", "C", "H", "H", "H", "C", "H", "H", "H", "C", "H", "C", "H", "C", "H", "C", "H", "C", "C", "H", "C", "C", "H", "C", "H", "N", "C", "C", "C", "H", "C", "C", "H", "H", "H", "C", "H", "C", "C", "H", "H", "H", "C", "H", "H", "H", "C", "N", "C", "C", "N", "N", "C", "C", "H", "H", "H", "H", "H", "H", "H", "H", "H", "H", "H", "H", "H"],
  "xyz": [[-0.46, -0.61, 0.07], [0.33, -3.67, 3.33], [-0.38, -2.48, -2.11], [0.66, 1.86, -0.43], [1.70, 0.94, -0.12], [1.71, 0.77, 1.31], [2.66, -0.04, 2.09], [3.61, -0.22, 1.57], [2.22, -1.11, 2.27], [2.84, 0.39, 3.08], [0.70, 1.61, 1.86], [0.58, 2.09, 3.27], [0.89, 3.15, 3.33], [1.20, 1.54, 3.99], [-0.45, 2.04, 3.64], [0.01, 2.21, 0.78], [-1.05, 3.24, 0.94], [-1.82, 2.90, 1.65], [-1.56, 3.47, -0.01], [-0.64, 4.19, 1.33], [2.71, 0.43, -1.09], [3.61, 1.08, -1.10], [2.32, 0.41, -2.12], [3.05, -0.59, -0.84], [0.50, 2.56, -1.74], [-0.51, 2.98, -1.87], [0.69, 1.89, -2.59], [1.21, 3.40, -1.83], [-0.64, -4.30, 4.03], [-0.53, -4.45, 5.10], [-1.80, -4.81, 3.36], [-2.49, -5.47, 3.92], [-1.98, -4.48, 2.01], [-2.92, -4.78, 1.49], [-0.98, -3.75, 1.29], [-1.06, -3.49, 0.23], [0.23, -3.24, 2.09], [1.58, -2.55, 1.97], [1.92, -2.91, 0.85], [-0.61, -1.25, -2.39], [0.39, -3.21, -3.08], [0.96, -4.13, -2.68], [0.08, -2.45, -4.14], [0.16, -2.80, -5.15], [-0.52, -1.28, -3.78], [-0.65, -0.04, -4.39], [0.42, 0.33, -5.19], [0.19, 1.48, -5.91], [0.91, 1.78, -6.68], [-0.95, 2.27, -5.66], [-1.20, 3.51, -6.47], [-1.76, 4.25, -5.88], [-1.79, 3.27, -7.37], [-0.24, 3.96, -6.80], [-1.89, 1.90, -4.67], [-2.78, 2.52, -4.51], [-1.72, 0.75, -3.94], [-2.56, 0.35, -2.78], [-2.63, -0.74, -2.64], [-3.58, 0.73, -2.90], [-2.20, 0.77, -1.82], [1.71, -0.41, -5.19], [1.64, -1.42, -5.60], [2.18, -0.48, -4.20], [2.41, 0.14, -5.83], [-0.94, -0.89, 4.51], [-2.21, -1.51, 4.18], [-2.83, -2.39, 5.16], [-2.87, -1.12, 3.06], [-2.22, -0.54, 2.05], [-4.25, -1.42, 2.99], [-5.15, -0.82, 3.99], [-4.89, -1.32, 1.68], [-0.43, -1.55, 5.22], [-1.09, 0.11, 4.94], [-0.30, -0.79, 3.61], [-3.34, -1.83, 5.96], [-3.55, -3.05, 4.66], [-2.06, -3.02, 5.63], [-2.88, 0.06, 1.54], [-5.64, 0.06, 3.53], [-5.95, -1.52, 4.25], [-4.65, -0.50, 4.91], [-4.97, -0.26, 1.38], [-4.32, -1.88, 0.92], [-5.90, -1.73, 1.74]],
  "charge": -2,
  "e_homo_ev": [-0.9, 2.4],
  "e_lumo_ev": [4.02, 4.05]
}

***

3.
{
  "formula": "C40H39ClGeN5OPt",
  "method": "ωB97M-V/def2-TZVPD",
  "species": ["Pt", "Cl", "C", "C", "C", "C", "O", "C", "C", "N", "C", "C", "C", "C", "C", "C", "C", "C", "N", "C", "C", "H", "H", "H", "H", "H", "H", "H", "H", "H", "H", "N", "C", "C", "C", "C", "C", "C", "C", "C", "C", "C", "C", "C", "N", "C", "C", "C", "C", "N", "H", "H", "H", "H", "H", "H", "H", "H", "H", "H", "C", "C", "C", "C", "Ge", "C", "C", "C", "C", "H", "H", "H", "H", "H", "H", "H", "H", "H", "H", "H", "H", "H", "H", "H", "H", "H", "H", "H"],
  "xyz": [[0.95, 1.36, -0.24], [7.20, 0.39, 2.76], [5.68, 0.21, 2.01], [5.50, -0.70, 0.99], [4.23, -0.89, 0.42], [3.14, -0.17, 0.85], [1.87, -0.44, 0.35], [3.34, 0.82, 1.83], [2.32, 1.72, 2.29], [1.18, 1.89, 1.70], [0.25, 2.90, 2.11], [-0.08, 3.26, 3.38], [-1.01, 4.31, 3.58], [-1.57, 4.96, 2.51], [-1.24, 4.60, 1.18], [-1.76, 5.22, 0.03], [-1.35, 4.82, -1.22], [-0.43, 3.77, -1.34], [0.06, 3.16, -0.27], [-0.32, 3.56, 1.00], [4.61, 0.98, 2.42], [6.34, -1.27, 0.63], [4.10, -1.60, -0.38], [2.57, 2.36, 3.14], [0.34, 2.74, 4.23], [-1.27, 4.60, 4.59], [-2.29, 5.76, 2.67], [-2.48, 6.02, 0.14], [-1.72, 5.29, -2.12], [-0.09, 3.43, -2.31], [4.77, 1.72, 3.20], [-6.36, 0.55, -7.36], [-5.53, 0.59, -6.57], [-4.49, 0.63, -5.58], [-4.48, 1.65, -4.63], [-3.49, 1.68, -3.67], [-2.48, 0.71, -3.67], [-2.49, -0.30, -4.63], [-3.50, -0.35, -5.57], [-1.41, 0.76, -2.66], [-0.09, 0.88, -3.07], [0.46, 0.90, -4.38], [1.84, 0.97, -4.25], [2.12, 1.02, -2.88], [0.97, 0.96, -2.17], [-1.77, 0.68, -1.30], [-3.04, 0.48, -0.75], [-2.94, 0.46, 0.64], [-1.61, 0.62, 0.96], [-0.89, 0.70, -0.19], [-5.26, 2.40, -4.65], [-3.48, 2.47, -2.93], [-1.73, -1.07, -4.62], [-3.52, -1.15, -6.31], [-0.10, 0.86, -5.29], [2.57, 0.98, -5.04], [3.08, 1.11, -2.40], [-3.94, 0.34, -1.34], [-3.73, 0.30, 1.35], [-1.14, 0.67, 1.93], [-1.68, -5.23, 0.52], [-1.44, -3.96, 1.34], [-1.58, -2.68, 0.52], [-0.47, -2.47, -0.52], [1.37, -2.43, 0.08], [2.07, -3.11, 1.74], [1.60, -2.37, 3.00], [2.46, -2.72, 4.22], [2.32, -4.18, 4.64], [-1.61, -6.12, 1.15], [-0.97, -5.35, -0.29], [-2.68, -5.22, 0.09], [-0.44, -4.01, 1.79], [-2.14, -3.92, 2.17], [-1.63, -1.82, 1.18], [-2.53, -2.72, -0.02], [-0.61, -1.56, -1.12], [-0.45, -3.30, -1.23], [2.29, -2.65, -1.13], [3.15, -3.09, 1.65], [1.78, -4.16, 1.77], [0.56, -2.62, 3.21], [1.64, -1.29, 2.85], [2.16, -2.08, 5.05], [3.50, -2.49, 4.00], [1.28, -4.45, 4.81], [2.87, -4.38, 5.56], [2.72, -4.86, 3.88]],
  "charge": 3,
  "e_homo_ev": -16.3,
  "de_lowest_kcal_mol": 0.00,
  "e_lumo_ev": -11.48
}

***

4.
{
  "formula": "C3H12NS",
  "method": "ωB97M-V/def2-TZVPD",
  "species": ["C", "N", "H", "H", "H", "H", "H", "H", "C", "C", "S", "H", "H", "H", "H", "H", "H"],
  "xyz": [[1.30, 0.59, -2.54], [1.75, 0.91, -1.15], [2.14, 0.29, -3.15], [0.49, -0.15, -2.49], [0.87, 1.50, -2.94], [2.64, 1.42, -1.18], [1.95, 0.06, -0.62], [1.00, 1.36, -0.62], [-2.16, -0.92, 1.15], [-0.79, -0.98, 1.79], [0.07, 0.63, 1.76], [-2.16, -0.63, 0.10], [-2.89, -0.35, 1.72], [-2.56, -1.94, 1.12], [-0.91, -1.21, 2.84], [-0.16, -1.76, 1.40], [-0.57, 1.18, 2.80]],
  "charge": 1,
  "e_homo_ev": -12.8,
  "de_lowest_kcal_mol": 9.36,
  "e_lumo_ev": -3.68
}

***

5.
{
  "formula": "C3H10NSi",
  "method": "ωB97M-V/def2-TZVPD",
  "species": ["C", "C", "C", "N", "Si", "H", "H", "H", "H", "H", "H", "H", "H", "H", "H"],
  "xyz": [[-1.03, 0.08, -0.74], [-0.99, 1.00, 0.50], [1.22, -0.51, -0.35], [-0.20, -1.12, -0.43], [0.91, 0.86, 1.09], [-2.07, -0.14, -0.95], [-0.66, 0.39, -1.75], [-1.36, 2.01, 0.35], [-1.55, 0.71, 1.41], [2.28, -1.52, 0.10], [1.43, -0.47, -1.45], [-0.46, -1.32, 0.52], [-0.44, -1.79, -1.14], [1.80, 1.90, 0.74], [1.11, -0.09, 2.10]],
  "charge": 1,
  "e_homo_ev": -15.1,
  "de_lowest_kcal_mol": 38.33,
  "e_lumo_ev": -3.49
}

***

6.
{
  "formula": "C6H19NO4",
  "method": "ωB97M-V/def2-TZVPD",
  "species": ["C", "C", "C", "C", "N", "C", "C", "O", "H", "H", "H", "H", "H", "H", "H", "H", "H", "H", "H", "H", "H", "O", "H", "H", "O", "H", "H", "O", "H", "H"],
  "xyz": [[2.03, 1.87, 1.30], [2.13, 1.95, -0.18], [0.98, 2.01, -1.18], [-0.35, 1.29, -0.91], [0.04, -0.17, -0.61], [0.07, -1.15, -1.54], [0.08, -0.87, -2.94], [0.12, -2.28, -1.05], [1.78, 2.83, 1.81], [2.93, 1.65, 1.84], [1.40, 1.08, 1.58], [2.86, 2.70, -0.56], [2.67, 0.98, -0.39], [0.80, 3.09, -1.43], [1.45, 1.75, -2.20], [-0.80, 1.71, 0.01], [-0.89, 1.42, -1.92], [0.08, -0.48, 0.36], [0.49, -1.72, -3.62], [0.43, 0.09, -3.24], [-1.02, -0.92, -3.28], [-2.58, -1.25, 1.62], [-2.00, -1.76, 1.00], [-2.49, -1.51, 2.53], [0.00, -2.40, 1.65], [0.15, -2.49, 0.64], [0.80, -2.17, 1.95], [-1.77, 1.21, 2.45], [-2.56, 1.78, 2.41], [-2.16, 0.32, 2.14]],
  "charge": 0,
  "e_homo_ev": -9.7,
  "de_lowest_kcal_mol": 40.72,
  "e_lumo_ev": 0.68
}

***

7.
{
  "formula": "C11H22Cl2LuO",
  "method": "ωB97M-V/def2-TZVPD",
  "species": ["Lu", "Cl", "Cl", "C", "H", "H", "C", "C", "H", "C", "H", "C", "H", "H", "C", "H", "H", "C", "H", "H", "H", "H", "C", "C", "O", "C", "C", "H", "H", "H", "H", "H", "H", "H", "H", "H", "H"],
  "xyz": [[-1.95, -0.14, 1.25], [-1.05, 1.86, 0.20], [-0.61, -1.93, 2.16], [-2.81, 0.67, 3.04], [-2.80, 0.15, 4.03], [-3.24, 1.68, 3.20], [-0.29, -1.71, -1.77], [-1.42, -1.46, -1.18], [0.45, -2.35, -1.28], [-2.46, -0.49, -1.72], [-1.75, -2.05, -0.29], [-2.39, -0.41, -3.26], [-3.48, -0.73, -1.37], [-2.28, 0.54, -1.35], [-0.95, -0.26, -3.77], [-2.84, -1.33, -3.64], [-2.98, 0.44, -3.61], [0.07, -1.23, -3.14], [-0.94, -0.40, -4.85], [-0.62, 0.77, -3.59], [0.19, -2.10, -3.82], [1.06, -0.74, -3.14], [3.91, 0.18, 0.80], [2.57, -0.45, 1.16], [1.49, 0.47, 1.27], [1.64, 1.61, 2.13], [0.62, 1.61, 3.26], [3.84, 0.79, -0.10], [4.63, -0.62, 0.61], [4.30, 0.79, 1.62], [2.24, -1.14, 0.38], [2.65, -1.01, 2.11], [2.67, 1.68, 2.53], [1.43, 2.46, 1.46], [0.45, 0.60, 3.67], [0.99, 2.26, 4.06], [-0.34, 2.00, 2.92]],
  "charge": -1,
  "e_homo_ev": [-1.7, -1.7],
  "de_lowest_kcal_mol": 22.31,
  "e_lumo_ev": [2.87, 2.87]
}

***

8.
{
  "formula": "C4H3ClNO",
  "method": "ωB97M-V/def2-TZVPD",
  "species": ["C", "C", "C", "C", "N", "O", "Cl", "H", "H", "H"],
  "xyz": [[0.74, 1.53, 0.04], [1.07, -0.03, 0.09], [-1.42, -0.32, -0.21], [-0.24, -0.97, 0.02], [-0.40, 1.94, -0.22], [2.10, -0.50, 0.27], [-3.00, -0.27, -0.02], [1.66, 2.00, -0.08], [-0.17, -1.87, -0.79], [-0.33, -1.51, 0.89]],
  "charge": 1,
  "e_homo_ev": [-14.9, -14.6],
  "de_lowest_kcal_mol": 63.04,
  "e_lumo_ev": [-7.28, -6.80]
}

***

9.
{
  "formula": "C36H20CaF12N4OSSb",
  "method": "ωB97M-V/def2-TZVPD",
  "species": ["Ca", "O", "S", "C", "C", "C", "C", "H", "H", "H", "H", "H", "H", "H", "H", "F", "C", "C", "C", "C", "C", "C", "Sb", "C", "C", "C", "C", "F", "C", "C", "C", "C", "C", "C", "F", "C", "C", "H", "H", "H", "H", "H", "H", "H", "H", "H", "H", "H", "H", "F", "C", "F", "C", "F", "F", "F", "F", "C", "C", "F", "C", "C", "C", "F", "C", "C", "C", "N", "C", "N", "F", "C", "C", "N", "C", "N"],
  "xyz": [[1.88, 2.05, -0.35], [3.93, 1.74, -1.10], [5.17, 2.49, -1.61], [6.54, 1.39, -1.18], [6.96, 1.65, 0.28], [6.04, 2.73, 0.87], [5.63, 3.63, -0.29], [7.34, 1.59, -1.89], [6.17, 0.38, -1.37], [7.99, 1.99, 0.30], [6.91, 0.73, 0.87], [6.54, 3.31, 1.64], [5.15, 2.29, 1.32], [6.47, 4.20, -0.69], [4.80, 4.30, -0.09], [-6.47, 1.29, -4.77], [-5.52, 1.16, -3.84], [-5.63, 1.90, -2.67], [-4.64, 1.76, -1.72], [-3.56, 0.90, -1.92], [-3.49, 0.17, -3.11], [-4.47, 0.30, -4.08], [-2.07, 0.75, -0.42], [-2.09, -1.40, -0.30], [-3.36, -1.99, -0.21], [-3.51, -3.34, 0.07], [-2.37, -4.10, 0.25], [-2.50, -5.40, 0.57], [-1.10, -3.57, 0.14], [-0.98, -2.21, -0.12], [-0.41, 1.05, -1.79], [0.50, 0.09, -2.22], [1.58, 0.42, -3.04], [1.73, 1.73, -3.44], [2.78, 2.06, -4.21], [0.84, 2.72, -3.06], [-0.22, 2.37, -2.23], [-6.47, 2.56, -2.53], [-4.71, 2.34, -0.80], [-2.66, -0.51, -3.28], [-4.43, -0.26, -5.00], [-4.25, -1.39, -0.36], [-4.48, -3.80, 0.14], [-0.23, -4.21, 0.26], [0.02, -1.79, -0.17], [0.38, -0.95, -1.94], [2.29, -0.33, -3.37], [0.99, 3.74, -3.39], [-0.90, 3.15, -1.92], [2.25, 4.31, -0.82], [2.36, 4.81, 0.56], [2.76, 3.54, 1.20], [0.88, 4.82, 0.94], [0.19, 5.71, 0.25], [0.69, 4.99, 2.23], [0.26, 3.56, 0.64], [0.88, -4.47, 3.80], [-0.22, -3.77, 3.59], [-1.42, -4.33, 3.79], [-1.48, -5.58, 4.21], [-2.67, -3.64, 3.52], [-2.52, -2.23, 3.17], [-1.31, -1.68, 2.97], [-1.23, -0.39, 2.67], [-0.08, -2.43, 3.07], [1.12, -1.92, 2.66], [1.23, -0.69, 1.93], [1.43, 0.23, 1.27], [2.38, -2.59, 2.75], [3.43, -3.05, 2.77], [-3.60, -1.49, 3.05], [-3.88, -4.26, 3.55], [-4.06, -5.64, 3.89], [-4.30, -6.73, 4.16], [-5.09, -3.61, 3.15], [-6.09, -3.16, 2.80]],
  "charge": 1,
  "e_homo_ev": -11.2,
  "de_lowest_kcal_mol": 0.00,
  "e_lumo_ev": -5.90
}

***

10.
{
  "formula": "C19H19N5O7",
  "method": "ωB97M-V/def2-TZVPD",
  "species": ["O", "C", "C", "O", "C", "C", "C", "C", "N", "O", "O", "C", "C", "N", "N", "C", "C", "C", "C", "N", "O", "O", "C", "C", "C", "N", "C", "C", "O", "C", "C", "H", "H", "H", "H", "H", "H", "H", "H", "H", "H", "H", "H", "H", "H", "H", "H", "H", "H", "H"],
  "xyz": [[-0.57, -1.53, 2.68], [-1.54, -1.13, 2.08], [-2.86, -0.79, 2.78], [-3.58, 0.25, 2.14], [-3.07, 1.50, 2.14], [-1.81, 1.85, 2.65], [-1.38, 3.16, 2.57], [-2.20, 4.12, 1.98], [-1.74, 5.48, 1.89], [-0.62, 5.73, 2.31], [-2.49, 6.30, 1.40], [-3.45, 3.78, 1.47], [-3.88, 2.48, 1.55], [-1.59, -0.93, 0.74], [-0.51, -1.12, -0.05], [-0.64, -0.98, -1.30], [0.41, -1.29, -2.25], [-0.01, -1.54, -3.55], [0.85, -2.07, -4.50], [0.38, -2.31, -5.82], [-0.75, -1.97, -6.10], [1.15, -2.85, -6.60], [2.15, -2.41, -4.14], [2.60, -2.13, -2.87], [1.77, -1.51, -1.90], [2.28, -1.15, -0.69], [3.50, -1.74, -0.18], [3.43, -1.74, 1.35], [3.27, -0.44, 1.86], [2.06, 0.10, 1.40], [2.05, 0.17, -0.13], [-3.51, -1.66, 2.74], [-2.65, -0.55, 3.83], [-1.17, 1.12, 3.10], [-0.42, 3.45, 2.95], [-4.06, 4.55, 1.03], [-4.84, 2.19, 1.17], [-2.48, -0.65, 0.31], [-1.61, -0.73, -1.75], [-1.04, -1.35, -3.84], [2.81, -2.85, -4.87], [3.62, -2.35, -2.63], [3.58, -2.77, -0.52], [4.38, -1.17, -0.50], [4.37, -2.13, 1.77], [2.59, -2.37, 1.68], [1.98, 1.11, 1.82], [1.22, -0.52, 1.74], [1.12, 0.59, -0.50], [2.88, 0.82, -0.45]],
  "charge": 0,
  "e_homo_ev": -8.3,
  "e_lumo_ev": -0.61
}

***

11.
{
  "formula": "C5H15N2O",
  "method": "ωB97M-V/def2-TZVPD",
  "species": ["C", "N", "C", "C", "N", "C", "C", "O", "H", "H", "H", "H", "H", "H", "H", "H", "H", "H", "H", "H", "H", "H", "H"],
  "xyz": [[-1.60, -1.60, -0.50], [-0.76, -0.46, -0.04], [-1.08, -0.20, 1.36], [-0.91, 1.27, 1.81], [-0.16, 2.08, 0.74], [0.67, -0.87, -0.25], [1.20, -0.06, -1.40], [2.55, -0.37, -1.75], [-1.37, -2.58, -0.05], [-2.65, -1.45, -0.26], [-1.40, -1.68, -1.57], [-0.38, -0.79, 1.96], [-2.04, -0.50, 1.77], [-1.90, 1.70, 1.97], [-0.40, 1.41, 2.76], [0.27, 2.89, 1.18], [-0.86, 2.44, 0.09], [0.58, 1.44, 0.46], [0.68, -1.92, -0.54], [1.28, -0.93, 0.67], [0.62, -0.23, -2.31], [1.12, 1.03, -1.36], [2.96, -0.85, -1.05]],
  "charge": 1,
  "e_homo_ev": -13.3,
  "de_lowest_kcal_mol": 63.96,
  "e_lumo_ev": -3.56
}